Entry 1:
DFT (wB97M-V/def2-TZVPD) results for C6H13N in the gas phase.

Properties
**Frontier orbital gap**: 10.24 eV
**Maximum force**: 0.43 eV/Å
**LUMO**: 1.25 eV
**E_HOMO**: -8.992 eV
**Relative energy (zero: lowest compared OMol25 entry of this formula, charge and spin)**: 95.4 kJ/mol

```
20
Properties=species:S:1:pos:R:3:forces:R:3
N -0.700 -0.048 -0.382 0.08 -0.22 0.04
C 3.113 -0.109 -0.228 0.18 0.11 -0.03
C 0.671 0.443 -0.343 0.26 0.27 -0.22
C -1.690 0.611 0.452 -0.03 0.11 0.18
C -1.685 0.806 -1.023 -0.03 0.21 -0.21
C -2.699 -0.246 1.170 -0.10 -0.11 0.01
C 1.700 -0.663 -0.117 -0.10 -0.14 0.04
H 3.885 -0.876 -0.119 -0.19 0.05 0.06
H -2.301 -0.633 2.116 0.03 0.08 -0.18
H -2.974 -1.100 0.547 0.00 0.07 0.04
H 1.548 -1.447 -0.867 -0.07 0.11 0.05
H -1.338 1.767 -1.421 -0.09 -0.24 0.23
H 0.907 0.921 -1.308 -0.09 -0.13 0.16
H 3.289 0.657 0.534 0.04 -0.06 -0.07
H -2.401 0.296 -1.669 0.07 0.07 0.25
H 0.790 1.235 0.418 0.00 -0.17 -0.07
H -3.606 0.323 1.406 0.12 -0.04 -0.08
H -1.322 1.454 1.044 -0.02 -0.08 -0.21
H 1.549 -1.143 0.858 -0.04 0.13 -0.09
H 3.264 0.358 -1.208 -0.01 -0.02 0.12
```
Positions in Å, forces in eV/Å.

=====

Entry 2:
DFT (wB97M-V/def2-TZVPD) results for a molecular structure, C6H13N.

Properties
**Frontier orbital gap**: 8.17 eV
**Maximum force**: 0.49 eV/Å
**LUMO**: 1.02 eV
**E_HOMO**: -7.156 eV
**Relative energy (zero: lowest compared OMol25 entry of this formula, charge and spin)**: 516.4 kJ/mol

```
20
Properties=species:S:1:pos:R:3:forces:R:3
N -0.595 -0.168 -0.504 -0.30 -0.11 0.00
C 1.713 -0.608 0.895 -0.01 -0.04 -0.08
C -0.559 0.520 0.765 -0.05 0.00 0.07
C -0.880 -1.587 -0.540 0.01 -0.12 0.00
C 0.664 0.380 -1.595 0.17 0.04 -0.46
C 0.830 0.449 0.298 0.09 -0.09 0.31
C -1.312 1.828 0.852 0.00 0.04 -0.01
H -2.394 1.659 0.865 0.12 0.02 -0.01
H 2.171 -0.158 1.786 -0.09 -0.05 -0.15
H -1.066 2.461 -0.005 -0.02 -0.10 0.11
H 1.225 -1.539 1.231 0.05 0.17 -0.05
H 0.448 1.412 -1.853 0.06 -0.15 0.05
H -0.248 -2.207 0.110 -0.09 0.09 -0.10
H -1.924 -1.740 -0.251 0.12 0.03 -0.01
H 2.530 -0.877 0.212 -0.11 0.04 0.11
H 1.747 0.201 -1.635 -0.06 0.04 -0.03
H -0.798 -0.181 1.572 0.08 0.08 -0.09
H 0.246 -0.277 -2.394 0.04 0.12 0.28
H -1.034 2.367 1.765 -0.02 -0.09 -0.12
H -0.762 -1.936 -1.574 0.02 0.06 0.15
```
Positions in Å, forces in eV/Å.

=====

Entry 3:
DFT (wB97M-V/def2-TZVPD) results for C6H13N in the gas phase in a non-equilibrium geometry.

Properties
**Frontier orbital gap**: 10.28 eV
**Maximum force**: 3.38 eV/Å
**LUMO**: 1.13 eV
**E_HOMO**: -9.151 eV
**Relative energy (zero: lowest compared OMol25 entry of this formula, charge and spin)**: 249.9 kJ/mol

```
20
Properties=species:S:1:pos:R:3:forces:R:3
N -3.279 0.812 0.096 2.18 -1.60 0.32
C -0.363 -0.993 -0.130 1.88 -0.21 -0.74
C 3.583 -0.214 -0.411 -2.33 0.47 1.55
C -0.915 0.067 1.002 -0.93 -0.10 -3.03
C 0.976 -0.454 -0.876 -0.69 0.92 0.05
C 2.236 -0.282 -0.021 2.58 -0.43 -2.15
C -1.773 1.213 0.314 -0.64 -1.13 -1.48
H -1.700 -0.493 1.526 0.91 0.16 0.94
H -3.331 0.048 -0.616 0.23 0.95 0.32
H 1.168 -1.009 -1.839 -0.02 0.20 1.25
H -1.915 2.085 0.918 0.51 0.41 0.67
H -1.226 1.558 -0.628 -1.18 -0.50 0.94
H -0.118 -2.055 0.228 -0.38 1.66 0.23
H 4.193 -0.363 0.486 0.35 0.57 -0.51
H -0.123 0.626 1.549 -0.39 -1.23 0.04
H -3.407 0.222 0.953 -0.42 0.91 -0.71
H 4.135 0.126 -1.320 -1.11 -1.02 0.43
H 2.162 -0.215 1.054 -0.52 -0.61 0.22
H 0.709 0.558 -1.247 0.01 -0.30 0.14
H -1.010 -1.239 -1.038 -0.03 0.89 1.52
```
Positions in Å, forces in eV/Å.

=====

Entry 4:
DFT (wB97M-V/def2-TZVPD) results for C6H13N in the gas phase in a non-equilibrium geometry.

Properties
**Frontier orbital gap**: 9.26 eV
**Maximum force**: 4.37 eV/Å
**LUMO**: 1.07 eV
**E_HOMO**: -8.190 eV
**Relative energy (zero: lowest compared OMol25 entry of this formula, charge and spin)**: 199.1 kJ/mol

```
20
Properties=species:S:1:pos:R:3:forces:R:3
N -1.155 0.609 -1.103 1.92 0.05 0.87
C 0.241 0.144 -0.907 -2.81 -1.98 -1.59
C -2.126 -0.470 -0.902 -1.03 0.19 0.61
C 1.300 1.031 1.717 -2.01 -0.11 3.87
C 1.207 0.134 -1.857 -0.47 0.24 0.15
C 0.225 -0.084 1.601 2.11 -0.27 0.90
C 0.301 -0.828 0.280 -3.36 -0.03 -0.36
H 1.252 0.742 -2.779 -0.53 -0.30 0.66
H -2.275 -0.675 0.184 0.42 0.09 -0.71
H -1.259 1.114 -1.966 -0.11 -0.13 -0.23
H -0.746 0.250 1.904 -0.65 0.44 -0.29
H 1.311 1.473 2.806 -0.21 -0.78 -1.98
H 2.276 0.751 1.549 2.19 -1.51 -0.30
H 1.208 1.817 1.072 -0.94 2.24 -1.75
H 0.535 -0.772 2.397 -0.31 -0.27 -0.12
H 1.217 -1.234 0.148 3.08 -1.56 0.18
H -1.856 -1.427 -1.399 -0.25 0.55 0.08
H -0.466 -1.775 0.260 1.78 2.56 -0.17
H 1.963 -0.649 -1.822 0.29 0.59 0.53
H -3.156 -0.149 -1.183 0.89 -0.04 -0.37
```
Positions in Å, forces in eV/Å.

=====

Entry 5:
DFT (wB97M-V/def2-TZVPD) results for C6H13N in the gas phase in a non-equilibrium geometry.

Properties
**Frontier orbital gap**: 9.54 eV
**Maximum force**: 6.01 eV/Å
**LUMO**: 1.14 eV
**E_HOMO**: -8.398 eV
**Relative energy (zero: lowest compared OMol25 entry of this formula, charge and spin)**: 222.0 kJ/mol

```
20
Properties=species:S:1:pos:R:3:forces:R:3
N 1.188 0.296 -0.828 -2.10 -2.04 1.96
C 1.053 0.874 -2.146 -1.15 1.49 1.77
C -2.011 -2.210 0.481 0.52 1.68 -0.08
C -0.344 -0.469 1.119 -0.84 -1.12 0.58
C 0.484 1.933 0.949 0.99 0.03 1.04
C 0.128 0.636 0.274 -0.41 2.07 -5.63
C -0.753 -1.716 0.346 0.24 -0.48 1.31
H -0.037 0.881 -2.317 0.52 -0.44 -0.81
H 0.483 -0.659 1.809 -0.42 -0.28 0.62
H 0.122 -2.254 -0.112 -1.46 0.68 -0.46
H 2.068 0.428 -0.438 1.87 0.31 0.57
H 1.377 1.687 1.499 0.94 0.18 0.38
H -0.178 2.216 1.787 -0.25 0.20 -0.84
H -1.321 -0.114 1.557 1.34 -0.19 0.40
H 1.257 1.940 -1.962 0.42 0.19 -1.25
H -0.696 0.927 -0.424 -0.04 -0.47 0.57
H -2.746 -1.809 1.240 0.97 -0.07 -1.10
H 1.678 0.399 -2.914 -0.39 0.19 0.28
H 0.774 2.759 0.254 -0.73 -0.65 0.56
H -2.442 -2.764 -0.324 -0.03 -1.28 0.12
```
Positions in Å, forces in eV/Å.

=====

Entry 6:
DFT (wB97M-V/def2-TZVPD) results for C6H13N in the gas phase in a non-equilibrium geometry.

Properties
**Frontier orbital gap**: 9.21 eV
**Maximum force**: 4.07 eV/Å
**LUMO**: 1.06 eV
**E_HOMO**: -8.153 eV
**Relative energy (zero: lowest compared OMol25 entry of this formula, charge and spin)**: 167.3 kJ/mol

```
20
Properties=species:S:1:pos:R:3:forces:R:3
N 0.907 -1.722 0.235 -2.78 1.47 -0.67
C 0.122 -0.873 1.112 1.22 1.06 -2.57
C -0.306 1.711 -1.394 -1.10 1.94 -0.71
C -0.291 -1.412 2.404 -3.18 -2.34 -0.99
C 0.642 1.292 -0.275 -1.60 -1.81 0.14
C -0.854 0.642 -2.452 1.04 1.46 0.31
C -0.202 0.379 0.693 0.92 0.55 0.80
H -1.538 -0.093 -1.901 0.97 0.93 -1.29
H 0.486 -1.659 3.065 1.17 0.21 1.00
H 1.768 -1.983 0.534 2.92 -1.28 1.88
H -1.061 -0.766 2.777 0.13 0.67 0.86
H 1.263 0.575 -0.806 1.34 0.48 0.47
H 1.117 -1.295 -0.661 -0.63 0.14 0.07
H -1.037 0.889 1.204 0.63 -0.13 0.03
H 0.108 2.612 -1.933 -0.26 -0.98 0.22
H 1.150 2.170 0.291 -0.78 -1.70 -1.16
H -0.892 -2.386 2.317 0.99 0.90 -0.27
H 0.098 0.198 -2.857 -1.17 -0.29 0.20
H -1.165 2.109 -0.847 -0.31 0.22 -0.35
H -1.313 1.249 -3.355 0.47 -1.51 2.03
```
Positions in Å, forces in eV/Å.